{"formula": "C16H41FO7S2", "method": "ωB97M-V/def2-TZVPD", "symbols": ["O", "S", "O", "F", "O", "S", "H", "C", "C", "O", "C", "C", "H", "H", "H", "H", "H", "H", "H", "H", "H", "H", "C", "C", "O", "C", "C", "H", "H", "H", "H", "H", "H", "H", "H", "H", "H", "C", "C", "O", "C", "C", "H", "H", "H", "H", "H", "H", "H", "H", "H", "H", "C", "C", "O", "C", "C", "H", "H", "H", "H", "H", "H", "H", "H", "H", "H"], "positions_angstrom": [[0.205, -2.087, 0.716], [-0.494, -3.308, 0.683], [-1.484, -3.263, -0.662], [-0.717, -2.799, -1.756], [0.618, -4.380, 0.174], [0.570, -5.810, 1.075], [0.808, -6.685, 0.098], [2.913, 1.596, -2.255], [2.190, 2.647, -1.429], [0.786, 2.642, -1.593], [0.119, 1.442, -1.242], [0.291, 1.028, 0.206], [2.670, 1.709, -3.312], [3.991, 1.697, -2.131], [2.637, 0.584, -1.959], [2.515, 3.639, -1.742], [2.454, 2.551, -0.369], [0.417, 0.628, -1.913], [-0.937, 1.634, -1.437], [1.329, 0.801, 0.449], [-0.296, 0.142, 0.410], [-0.036, 1.829, 0.872], [-3.678, 1.198, 0.700], [-5.006, 1.527, 1.360], [-5.059, 1.207, 2.736], [-4.116, 1.863, 3.562], [-4.229, 3.378, 3.553], [-3.435, 0.144, 0.839], [-3.725, 1.409, -0.368], [-2.858, 1.782, 1.119], [-5.796, 0.939, 0.895], [-5.264, 2.580, 1.199], [-3.097, 1.551, 3.304], [-4.310, 1.493, 4.568], [-4.018, 3.799, 2.569], [-3.518, 3.810, 4.256], [-5.235, 3.687, 3.839], [-4.247, 3.644, -3.901], [-3.442, 4.137, -5.093], [-2.335, 4.942, -4.749], [-1.356, 4.328, -3.927], [-0.714, 3.095, -4.536], [-4.585, 4.486, -3.297], [-5.119, 3.085, -4.241], [-3.661, 2.988, -3.257], [-4.075, 4.765, -5.720], [-3.125, 3.292, -5.716], [-1.775, 4.096, -2.942], [-0.594, 5.089, -3.767], [-1.436, 2.291, -4.691], [0.061, 2.723, -3.870], [-0.268, 3.331, -5.503], [6.086, -5.453, 1.528], [4.753, -5.044, 2.132], [4.175, -6.030, 2.966], [4.936, -6.413, 4.094], [5.233, -5.276, 5.057], [5.981, -6.384, 0.970], [6.445, -4.678, 0.852], [6.850, -5.609, 2.290], [4.032, -4.877, 1.332], [4.848, -4.095, 2.670], [5.863, -6.907, 3.783], [4.337, -7.167, 4.603], [5.854, -4.505, 4.600], [5.765, -5.654, 5.929], [4.308, -4.806, 5.389]], "forces_ev_per_a": [[0.917, 1.482, 0.169], [-1.035, -1.185, -0.105], [0.087, -0.235, -0.014], [-0.049, 0.017, -0.074], [0.122, -0.178, -0.117], [0.121, -0.195, 0.640], [-0.122, 0.157, -0.470], [-0.119, -0.079, -0.005], [0.181, -0.055, 0.060], [-0.111, 0.180, -0.018], [-0.053, -0.155, -0.001], [0.127, 0.367, 0.041], [0.022, 0.028, -0.032], [0.023, 0.031, -0.004], [0.042, -0.014, 0.052], [-0.068, 0.056, -0.011], [-0.001, -0.053, 0.000], [0.029, -0.018, 0.036], [-0.004, 0.073, -0.053], [0.003, -0.103, -0.021], [-0.088, -0.112, 0.021], [-0.014, 0.026, -0.021], [0.098, -0.011, 0.117], [0.024, 0.089, -0.164], [-0.123, -0.120, 0.071], [0.122, 0.063, 0.062], [-0.060, -0.009, -0.116], [-0.012, -0.040, -0.035], [-0.028, -0.007, -0.022], [0.006, 0.063, -0.053], [-0.053, -0.045, 0.061], [0.047, 0.016, 0.005], [0.005, 0.046, -0.033], [-0.050, -0.062, 0.005], [0.062, 0.011, -0.002], [0.015, -0.004, 0.042], [-0.015, 0.003, 0.031], [0.095, 0.008, 0.078], [-0.098, -0.126, -0.036], [0.032, 0.172, -0.040], [0.078, -0.084, 0.112], [-0.111, -0.076, -0.183], [-0.034, 0.029, -0.001], [-0.024, 0.009, -0.025], [-0.007, -0.061, -0.029], [0.028, 0.070, -0.022], [0.002, -0.033, 0.041], [0.008, -0.046, -0.004], [-0.021, 0.078, -0.019], [-0.002, -0.019, 0.043], [0.043, 0.030, 0.061], [-0.003, 0.030, -0.009], [0.018, -0.078, 0.101], [0.110, 0.105, -0.061], [-0.201, -0.069, -0.062], [0.106, -0.030, 0.105], [-0.015, 0.081, -0.096], [-0.016, -0.007, -0.047], [-0.015, 0.019, -0.030], [0.031, 0.067, 0.007], [-0.103, -0.051, 0.033], [0.049, -0.007, 0.010], [0.026, 0.048, 0.007], [-0.061, -0.029, -0.042], [0.059, -0.016, 0.012], [-0.002, -0.032, 0.031], [-0.024, -0.008, 0.024]], "lowdin_charge": [-0.37, 0.85, -0.26, -0.08, -0.79, 0.79, -0.13, -0.08, -0.28, -0.18, -0.27, -0.08, 0.08, 0.08, 0.07, 0.12, 0.11, 0.11, 0.11, 0.07, 0.04, 0.08, -0.08, -0.28, -0.16, -0.28, -0.08, 0.08, 0.07, 0.06, 0.12, 0.11, 0.11, 0.12, 0.07, 0.08, 0.08, -0.08, -0.29, -0.16, -0.27, -0.07, 0.08, 0.08, 0.06, 0.12, 0.11, 0.10, 0.12, 0.07, 0.05, 0.08, -0.08, -0.28, -0.17, -0.28, -0.08, 0.08, 0.08, 0.07, 0.11, 0.11, 0.11, 0.12, 0.07, 0.08, 0.08], "orbital_gap_ev": 8.9, "e_lumo_ev": -0.468, "energy_ev": -55970.1426, "e_homo_ev": -9.40, "mol_weight_g_mol": 428.63, "largest_force_ev_per_a": 1.8}